No. 1
Entry from OMol25: 8 unconnected molecules or ions with the total composition C18H54BNO11P in a non-equilibrium geometry (ωB97M-V/def2-TZVPD).

ORCA input file:
```
! wB97M-V def2-TZVPD RIJCOSX def2/J DEFGRID3
* xyz -1 1
N -0.770 0.289 1.686
C -1.939 -0.496 1.719
O -2.518 -0.603 2.759
C -2.476 -1.132 0.485
C -1.494 -2.093 -0.235
B -0.814 -1.490 -1.623
C 0.699 -0.792 -1.407
P 0.591 0.989 -1.668
O 0.749 1.254 -3.102
O 1.743 1.804 -0.854
O -0.827 1.548 -1.178
H 0.071 -0.275 1.635
H -0.714 0.804 2.556
H -3.341 -1.700 0.805
H -2.833 -0.341 -0.165
H -0.712 -2.502 0.413
H -2.085 -2.938 -0.560
H -0.646 -2.455 -2.357
H -1.577 -0.753 -2.214
H 1.055 -1.014 -0.397
H 1.354 -1.194 -2.162
H 2.036 1.304 -0.082
H -0.917 2.459 -1.492
C -6.683 -0.432 4.209
C -5.862 0.138 5.352
O -4.808 -0.744 5.717
H -7.104 -1.399 4.488
H -7.499 0.241 3.937
H -6.056 -0.593 3.330
H -6.484 0.281 6.236
H -5.436 1.107 5.069
H -4.247 -0.863 4.938
C 4.131 1.963 -5.765
C 4.478 1.201 -4.499
O 4.154 1.968 -3.348
H 4.667 2.911 -5.800
H 4.388 1.385 -6.656
H 3.064 2.194 -5.793
H 5.549 0.989 -4.461
H 3.936 0.250 -4.456
H 3.204 2.143 -3.375
C 9.097 0.671 -3.546
C 8.502 -0.474 -2.747
O 8.150 -0.041 -1.437
H 9.980 1.067 -3.043
H 9.379 0.345 -4.549
H 8.380 1.491 -3.634
H 9.224 -1.282 -2.641
H 7.610 -0.873 -3.241
H 7.501 0.666 -1.527
C -6.098 -3.388 7.237
C -6.727 -4.761 7.083
O -5.908 -5.622 6.296
H -5.932 -2.928 6.265
H -6.735 -2.730 7.831
H -5.123 -3.462 7.725
H -7.690 -4.687 6.579
H -6.888 -5.224 8.064
H -5.057 -5.701 6.740
C -0.663 -6.670 1.743
C -0.804 -5.260 1.192
O -1.100 -5.282 -0.198
H 0.128 -7.206 1.217
H -0.427 -6.654 2.809
H -1.587 -7.235 1.600
H 0.124 -4.708 1.323
H -1.601 -4.721 1.716
H -1.929 -5.759 -0.312
C 5.542 7.114 -5.510
C 4.906 5.765 -5.789
O 5.760 4.946 -6.586
H 5.765 7.631 -6.445
H 4.882 7.743 -4.910
H 6.487 6.993 -4.975
H 3.975 5.887 -6.340
H 4.685 5.243 -4.852
H 6.582 4.821 -6.100
C -3.214 4.310 1.495
C -3.875 2.970 1.217
O -3.054 2.151 0.400
H -3.004 4.830 0.559
H -3.853 4.944 2.114
H -2.260 4.170 2.008
H -4.817 3.112 0.688
H -4.084 2.444 2.157
H -2.214 2.005 0.855
*
```

## Properties
**Frontier orbital gap**: 0.26746 hartree
**DFT total energy**: -1966.8902 a.u.

***

No. 2
Entry from OMol25: a molecular structure, C18H54BrCuN9O3P3 in a non-equilibrium geometry (ωB97M-V/def2-TZVPD).

ORCA input file:
```
! wB97M-V def2-TZVPD RIJCOSX def2/J DEFGRID3
* xyz 1 2
Cu 1.035 0.600 -2.058
Br -0.324 -0.552 -0.217
O -3.234 -3.832 5.251
P -2.918 -2.404 5.101
N -3.966 -1.559 4.105
C -3.866 -0.147 3.860
C -5.048 -2.193 3.385
N -1.431 -2.093 4.369
C -0.275 -2.493 5.171
C -1.278 -2.454 2.982
N -2.906 -1.582 6.531
C -2.113 -0.388 6.792
C -3.791 -1.989 7.607
H -3.705 0.155 2.818
H -2.983 0.286 4.336
H -4.709 0.406 4.290
H -6.019 -1.978 3.842
H -4.888 -3.274 3.400
H -5.122 -1.984 2.311
H -0.045 -1.779 5.968
H -0.431 -3.431 5.715
H 0.621 -2.577 4.559
H -1.023 -3.491 2.755
H -2.211 -2.272 2.433
H -0.648 -1.735 2.445
H -1.343 -0.611 7.538
H -1.571 -0.065 5.906
H -2.761 0.424 7.125
H -3.953 -3.071 7.590
H -4.830 -1.690 7.410
H -3.420 -1.656 8.570
O -0.515 0.770 -3.379
P -1.652 1.068 -4.295
N -1.937 2.697 -4.524
C -0.869 3.486 -5.141
C -3.255 3.299 -4.551
N -3.086 0.548 -3.680
C -3.405 0.862 -2.279
C -3.856 -0.583 -4.204
N -1.628 0.412 -5.810
C -2.615 0.697 -6.836
C -0.321 0.055 -6.389
H -0.561 3.191 -6.142
H -0.022 3.350 -4.451
H -1.039 4.546 -4.965
H -4.006 2.897 -3.876
H -3.723 3.292 -5.542
H -3.172 4.348 -4.257
H -3.380 1.938 -2.101
H -4.405 0.537 -2.002
H -2.714 0.318 -1.633
H -4.218 -1.200 -3.382
H -4.744 -0.386 -4.809
H -3.147 -1.194 -4.762
H -2.277 1.458 -7.548
H -2.923 -0.231 -7.308
H -3.473 1.208 -6.396
H -0.410 -0.609 -7.246
H 0.369 -0.366 -5.661
H 0.128 0.996 -6.731
O 2.933 0.778 -0.802
P 4.335 0.586 -0.336
N 4.316 -0.081 1.175
C 5.447 -0.476 1.995
C 3.013 -0.190 1.840
N 5.253 1.948 -0.381
C 5.153 2.801 -1.564
C 6.213 2.358 0.680
N 5.149 -0.537 -1.268
C 4.367 -1.576 -1.938
C 6.603 -0.606 -1.272
H 5.195 -1.324 2.623
H 5.867 0.357 2.568
H 6.304 -0.781 1.389
H 2.213 -0.580 1.216
H 2.653 0.818 2.097
H 3.027 -0.689 2.805
H 5.783 2.433 -2.376
H 4.098 2.880 -1.839
H 5.382 3.831 -1.291
H 6.651 3.303 0.384
H 5.614 2.509 1.578
H 6.940 1.561 0.803
H 5.051 -2.223 -2.482
H 3.754 -2.154 -1.243
H 3.727 -1.070 -2.665
H 7.011 0.041 -0.501
H 7.025 -0.289 -2.227
H 6.939 -1.597 -0.958
*
```

## Properties
**<S²>**: 0.766
**Frontier orbital gap (alpha / beta)**: 0.24822 / 0.13353 hartree
**ΔE to the lowest compared entry with this formula, charge and spin**: 27.8 kcal per mole
**DFT total energy**: -6675.2011 a.u.

***

No. 3
Entry from OMol25: 8 unconnected molecules or ions with the total composition C18H54ClN4O11 in a non-equilibrium geometry (ωB97M-V/def2-TZVPD).

ORCA input file:
```
! wB97M-V def2-TZVPD RIJCOSX def2/J DEFGRID3
* xyz -1 1
Cl -9.222 9.678 20.575
O -8.134 9.020 19.882
O -10.360 9.744 19.675
O -9.578 8.987 21.782
O -8.813 11.036 20.880
O -12.876 11.302 19.569
H -12.753 12.075 20.129
H -12.060 10.800 19.703
O -7.380 6.418 18.441
H -6.537 6.550 18.000
H -7.669 7.301 18.714
C -7.213 15.219 19.715
C -8.603 14.820 20.196
C -9.456 16.041 20.381
O -10.705 15.681 20.940
C -11.603 16.754 20.923
N -9.243 13.910 19.242
H -6.621 15.645 20.529
H -7.285 15.971 18.922
H -6.665 14.369 19.314
H -8.490 14.337 21.180
H -9.619 16.515 19.394
H -8.967 16.812 20.995
H -11.205 17.617 21.474
H -12.519 16.436 21.423
H -11.860 17.043 19.896
H -9.036 12.947 19.502
H -10.251 13.965 19.361
C -9.661 11.493 24.857
C -10.629 12.420 24.137
C -10.085 13.821 24.008
O -9.832 14.425 25.281
C -11.008 14.791 25.959
N -10.995 11.943 22.789
H -10.105 10.496 24.962
H -9.484 11.824 25.885
H -8.736 11.377 24.292
H -11.577 12.475 24.686
H -10.750 14.488 23.447
H -9.123 13.821 23.487
H -11.469 13.944 26.479
H -11.729 15.271 25.285
H -10.742 15.532 26.718
H -11.208 10.947 22.844
H -10.135 11.914 22.235
C -11.311 9.184 16.222
C -11.537 7.706 16.528
C -10.442 6.882 15.882
O -10.521 5.539 16.274
C -9.536 4.761 15.663
N -11.598 7.431 17.971
H -12.130 9.795 16.610
H -11.267 9.376 15.143
H -10.401 9.557 16.699
H -12.505 7.438 16.091
H -9.463 7.305 16.170
H -10.515 6.974 14.787
H -9.564 4.837 14.564
H -9.709 3.715 15.915
H -8.536 5.053 16.009
H -10.737 7.810 18.366
H -12.303 8.062 18.351
C -13.319 8.883 21.976
C -12.618 8.279 23.174
C -13.584 7.893 24.295
O -14.354 8.926 24.866
C -13.626 10.008 25.392
N -11.969 7.031 22.744
H -13.799 9.838 22.198
H -14.069 8.205 21.564
H -12.595 9.060 21.176
H -11.855 8.953 23.584
H -13.005 7.375 25.086
H -14.268 7.145 23.889
H -13.091 9.723 26.312
H -14.350 10.783 25.642
H -12.900 10.424 24.693
H -11.519 6.571 23.528
H -11.218 7.292 22.109
C -7.067 5.022 22.534
C -8.025 5.795 21.650
O -9.373 5.564 22.018
H -7.170 5.323 23.582
H -6.032 5.232 22.251
H -7.231 3.949 22.436
H -7.915 5.455 20.619
H -7.767 6.859 21.573
H -9.437 5.731 22.963
*
```

## Properties
**Frontier orbital gap**: 0.32468 hartree
**ΔE to the lowest compared entry with this formula, charge and spin**: 0.0 kcal per mole
**DFT total energy**: -2224.8368 a.u.